[1]
The following is a quantum chemistry calculation of a 2-piece molecular cluster, C15H23N4O8 overall in a non-equilibrium geometry, from the OMol25 dataset.

Values from the calculation:
Total charge   -1
Relative energy (zero: lowest compared OMol25 entry of this formula, charge and spin)   39.3 kcal/mol
Frontier orbital gap   0.26230 hartree

Last column: natural (NBO) charge in e.
Cartesian coordinates (Å):
O1 5.663 -1.141 -2.278  -0.633
O2 0.102 -0.852 -1.510  -0.783
O3 2.655 0.247 -3.635  -0.615
O4 0.567 1.029 -0.424  -0.809
N1 -1.492 -1.495 3.477  -0.387
N2 -1.406 0.182 1.939  -0.363
O5 -6.225 2.357 1.536  -0.739
O6 -1.267 3.043 0.266  -0.774
O7 -3.469 -0.256 2.759  -0.527
O8 -3.136 4.429 2.462  -0.736
C1 5.206 -2.070 -1.632  0.663
C2 0.902 -0.061 -0.954  0.790
C3 2.892 -0.934 -3.385  0.687
C4 -2.270 -2.380 4.023  -0.048
C5 -2.127 -0.536 2.727  0.576
N3 3.310 -1.778 -4.340  -0.614
N4 3.911 -2.356 -1.514  -0.610
C6 6.149 -3.007 -0.915  -0.706
C7 3.492 -1.403 -5.739  -0.406
C8 -5.500 2.403 2.771  -0.050
C9 -2.309 1.069 1.209  -0.144
C10 -1.947 2.535 1.420  0.090
C11 -3.668 0.835 1.852  0.086
C12 -3.292 3.204 1.736  0.077
C13 -4.005 2.145 2.573  -0.281
C14 2.381 -0.494 -0.872  -0.514
C15 2.772 -1.524 -1.958  -0.143
H1 -7.150 2.621 1.667  0.470
H2 -0.571 2.373 -0.004  0.541
H3 -2.506 4.985 1.968  0.481
H4 -1.843 -3.170 4.632  0.165
H5 -3.349 -2.391 3.904  0.164
H6 3.548 -2.710 -4.049  0.385
H7 3.672 -3.139 -0.932  0.389
H8 7.163 -2.625 -1.022  0.235
H9 5.882 -3.043 0.140  0.217
H10 6.077 -3.997 -1.357  0.214
H11 4.285 -0.656 -5.808  0.203
H12 3.756 -2.276 -6.334  0.190
H13 2.567 -0.963 -6.119  0.209
H14 -5.903 1.653 3.460  0.158
H15 -5.629 3.388 3.233  0.171
H16 -2.321 0.821 0.140  0.249
H17 -1.288 2.622 2.290  0.173
H18 -4.413 0.589 1.087  0.204
H19 -3.837 3.388 0.803  0.181
H20 -3.535 2.128 3.562  0.229
H21 3.034 0.377 -0.940  0.232
H22 2.533 -0.947 0.110  0.206
H23 1.936 -2.219 -2.028  0.249

---

[2]
The following is a quantum chemistry calculation of C15H23N6NaO as an isolated structure in a non-equilibrium geometry, from the OMol25 dataset.

Values from the calculation:
Total charge   +2
Frontier orbital gap   0.26327 hartree

Last column: natural (NBO) charge in e.
Cartesian coordinates (Å):
Na1 -0.603 -1.553 -0.287  0.868
C1 1.848 -1.144 -4.167  -0.711
C2 1.359 -1.226 -2.752  0.316
N1 0.179 -1.472 -2.371  -0.474
C3 -0.935 -1.601 -3.322  -0.277
C4 -2.203 -2.199 -2.698  -0.232
N2 -2.556 -1.673 -1.356  -0.690
C5 -2.948 -0.253 -1.279  -0.244
C6 -2.991 0.227 0.175  -0.235
N3 -1.627 0.446 0.742  -0.677
C7 -1.623 0.452 2.202  -0.233
C8 -0.222 0.664 2.803  -0.250
N4 0.894 -0.006 2.061  -0.256
C9 1.998 0.532 1.633  0.505
C10 2.543 1.789 2.206  -0.701
C11 2.683 -0.090 0.475  0.079
C12 4.060 -0.053 0.335  -0.169
C13 4.594 -0.546 -0.851  -0.129
C14 3.733 -0.957 -1.850  -0.165
C15 2.353 -0.919 -1.640  0.172
N5 1.843 -0.534 -0.470  -0.424
H1 1.041 -0.885 -4.847  0.253
H2 2.261 -2.104 -4.487  0.265
H3 2.631 -0.395 -4.275  0.245
H4 -0.674 -2.212 -4.189  0.228
H5 -1.144 -0.597 -3.704  0.216
H6 -2.067 -3.274 -2.571  0.215
H7 -3.013 -2.066 -3.422  0.210
H8 -3.325 -2.234 -1.006  0.388
H9 -3.912 -0.062 -1.759  0.218
H10 -2.211 0.342 -1.826  0.196
H11 -3.488 -0.524 0.794  0.206
H12 -3.599 1.133 0.234  0.215
H13 -1.303 1.346 0.399  0.374
H14 -2.047 -0.488 2.548  0.219
H15 -2.236 1.248 2.640  0.220
H16 -0.185 0.343 3.843  0.258
H17 0.035 1.719 2.758  0.234
H18 1.968 2.189 3.032  0.258
H19 2.691 2.539 1.429  0.284
H20 3.536 1.526 2.587  0.289
H21 4.707 0.325 1.113  0.248
H22 5.665 -0.577 -0.998  0.260
H23 4.132 -1.301 -2.794  0.253
O1 -0.230 -1.940 1.789  -0.212
N6 0.843 -1.515 1.733  0.385

---

[3]
The following is a quantum chemistry calculation of one molecule with the formula C15H23N7O2 in a non-equilibrium geometry, from the OMol25 dataset.

Values from the calculation:
SMILES   COCCCNc1nc2nonc2nc1N1CCN2CCC[C@@H]2C1
Total charge   0
Relative energy (zero: lowest compared OMol25 entry of this formula, charge and spin)   73.8 kcal/mol
Frontier orbital gap   0.30343 hartree

Last column: natural (NBO) charge in e.
Cartesian coordinates (Å):
C1 -0.895 -0.362 3.407  -0.246
O1 -0.029 -0.387 4.510  -0.534
C2 1.347 -0.334 4.200  -0.077
C3 1.864 1.092 3.911  -0.443
C4 2.457 1.265 2.510  -0.227
N1 1.459 1.194 1.467  -0.580
C5 1.244 0.073 0.743  0.399
N2 2.081 -0.924 0.871  -0.493
C6 1.712 -2.062 0.251  0.211
N3 2.314 -3.224 0.187  -0.102
O2 1.453 -4.040 -0.450  -0.118
N4 0.306 -3.435 -0.800  -0.090
C7 0.423 -2.196 -0.390  0.209
N5 -0.406 -1.146 -0.561  -0.461
C8 0.033 -0.006 -0.098  0.392
N6 -0.737 1.113 -0.268  -0.433
C9 -0.136 2.326 -0.806  -0.228
C10 -0.173 2.319 -2.342  -0.226
N7 -1.540 2.162 -2.759  -0.445
C11 -1.812 2.204 -4.180  -0.214
C12 -3.232 1.625 -4.296  -0.407
C13 -3.468 0.881 -2.967  -0.402
C14 -2.098 0.902 -2.296  -0.075
C15 -2.089 0.912 -0.772  -0.210
H1 -0.896 0.610 2.897  0.149
H2 -1.893 -0.553 3.797  0.199
H3 -0.639 -1.141 2.679  0.164
H4 1.840 -0.735 5.088  0.195
H5 1.573 -0.995 3.354  0.181
H6 2.634 1.355 4.636  0.218
H7 1.036 1.793 4.050  0.209
H8 3.189 0.483 2.309  0.241
H9 2.945 2.243 2.441  0.200
H10 0.683 1.832 1.553  0.403
H11 0.899 2.420 -0.480  0.221
H12 -0.720 3.177 -0.444  0.207
H13 0.215 3.269 -2.718  0.210
H14 0.475 1.502 -2.717  0.167
H15 -1.742 3.231 -4.542  0.201
H16 -1.096 1.585 -4.747  0.163
H17 -3.963 2.421 -4.428  0.211
H18 -3.305 0.954 -5.150  0.212
H19 -3.830 -0.133 -3.116  0.218
H20 -4.187 1.420 -2.351  0.205
H21 -1.492 0.044 -2.639  0.186
H22 -2.468 -0.029 -0.377  0.236
H23 -2.695 1.747 -0.410  0.204

---

[4]
The following is a quantum chemistry calculation of an isolated ion of composition C15H23N7O3 and charge +2 in a non-equilibrium geometry, from the OMol25 dataset.

Values from the calculation:
SMILES   CNC(=O)[C@@H](Cc1c[nH]c[nH+]1)NC(=O)[C@@H](Cc1c[nH]c[nH+]1)NC(C)=O
Total charge   +2
Relative energy (zero: lowest compared OMol25 entry of this formula, charge and spin)   0.0 kcal/mol
Frontier orbital gap   0.36650 hartree

Last column: natural (NBO) charge in e.
Cartesian coordinates (Å):
C1 -0.717 2.112 5.341  -0.421
N1 0.068 1.334 4.359  -0.594
C2 -0.442 0.960 3.161  0.659
O1 -1.607 1.179 2.849  -0.622
C3 0.426 0.086 2.248  -0.129
C4 0.196 -1.441 2.559  -0.441
C5 1.439 -2.284 2.591  0.144
C6 1.711 -3.311 3.469  -0.042
N2 2.844 -3.943 3.068  -0.459
C7 3.344 -3.308 1.979  0.253
N3 2.479 -2.313 1.641  -0.471
N4 0.043 0.425 0.886  -0.597
C8 0.719 0.136 -0.226  0.769
O2 1.806 -0.463 -0.225  -0.706
C9 0.014 0.563 -1.519  -0.158
C10 0.620 -0.046 -2.799  -0.439
C11 0.216 0.517 -4.179  0.149
C12 0.842 0.223 -5.370  -0.047
N5 0.266 0.957 -6.382  -0.459
C13 -0.665 1.766 -5.832  0.256
N6 -0.716 1.522 -4.485  -0.480
N7 -1.469 0.379 -1.480  -0.614
C14 -2.343 1.320 -1.816  0.693
C15 -3.823 1.002 -1.706  -0.720
O3 -1.992 2.426 -2.208  -0.666
H1 -1.728 1.689 5.440  0.230
H2 -0.852 3.156 4.984  0.222
H3 -0.175 2.083 6.282  0.221
H4 1.009 1.133 4.652  0.405
H5 1.430 0.354 2.466  0.221
H6 -0.468 -1.876 1.806  0.248
H7 -0.304 -1.559 3.529  0.263
H8 1.103 -3.556 4.299  0.255
H9 3.341 -4.656 3.629  0.470
H10 4.268 -3.544 1.464  0.261
H11 2.507 -1.684 0.845  0.485
H12 -0.826 0.898 0.797  0.440
H13 0.189 1.613 -1.548  0.262
H14 0.438 -1.121 -2.785  0.243
H15 1.718 0.074 -2.675  0.270
H16 1.605 -0.509 -5.505  0.253
H17 0.570 0.932 -7.361  0.470
H18 -1.298 2.521 -6.307  0.266
H19 -1.324 2.012 -3.799  0.485
H20 -1.882 -0.449 -1.135  0.410
H21 -4.043 0.035 -2.189  0.236
H22 -4.462 1.804 -2.169  0.272
H23 -4.072 0.855 -0.645  0.254

---

[5]
The following is a quantum chemistry calculation of one molecule with the formula C15H23NO2, from the OMol25 dataset.

Values from the calculation:
SMILES   COc1cc(CN[C@H]2CC[C@@H](C)C2)cc(OC)c1
Total charge   0
Relative energy (zero: lowest compared OMol25 entry of this formula, charge and spin)   38.6 kcal/mol
Frontier orbital gap   0.33346 hartree

Last column: natural (NBO) charge in e.
Cartesian coordinates (Å):
C1 5.363 2.956 -1.840  -0.252
O1 4.074 2.520 -2.192  -0.492
C2 3.401 1.716 -1.321  0.327
C3 2.126 1.316 -1.727  -0.288
C4 1.362 0.498 -0.920  0.021
C5 -0.007 0.049 -1.351  -0.237
N1 -0.935 0.063 -0.233  -0.620
C6 -2.284 -0.334 -0.591  -0.040
C7 -2.391 -1.868 -0.755  -0.419
C8 -3.566 -2.317 0.124  -0.399
C9 -4.372 -1.044 0.393  -0.209
C10 -5.274 -1.142 1.615  -0.597
C11 -3.276 0.012 0.524  -0.407
C12 1.857 0.071 0.309  -0.374
C13 3.117 0.472 0.720  0.419
O2 3.700 0.119 1.903  -0.514
C14 2.979 -0.714 2.777  -0.252
C15 3.894 1.296 -0.098  -0.386
H1 5.704 3.572 -2.672  0.199
H2 6.050 2.114 -1.708  0.176
H3 5.349 3.558 -0.926  0.176
H4 1.761 1.659 -2.682  0.218
H5 0.053 -0.982 -1.718  0.202
H6 -0.355 0.675 -2.193  0.171
H7 -0.951 0.999 0.165  0.359
H8 -2.607 0.156 -1.529  0.161
H9 -1.461 -2.334 -0.434  0.216
H10 -2.561 -2.131 -1.799  0.204
H11 -4.165 -3.092 -0.353  0.209
H12 -3.197 -2.710 1.072  0.197
H13 -4.983 -0.813 -0.486  0.193
H14 -6.010 -1.931 1.482  0.208
H15 -5.802 -0.204 1.776  0.207
H16 -4.687 -1.364 2.504  0.201
H17 -3.656 1.030 0.440  0.209
H18 -2.775 -0.098 1.487  0.203
H19 1.229 -0.561 0.915  0.234
H20 3.624 -0.863 3.642  0.197
H21 2.760 -1.683 2.317  0.177
H22 2.044 -0.246 3.098  0.177
H23 4.868 1.579 0.264  0.225

---

[6]
The following is a quantum chemistry calculation of one molecule with the formula C15H23NO3, from the OMol25 dataset.

Values from the calculation:
SMILES   c1ccc(CN2CCOCCOCCOCC2)cc1
Total charge   0
Relative energy (zero: lowest compared OMol25 entry of this formula, charge and spin)   85.3 kcal/mol
Frontier orbital gap   0.34076 hartree

Last column: natural (NBO) charge in e.
Cartesian coordinates (Å):
C1 3.520 -1.724 1.192  -0.224
C2 2.366 -1.225 1.777  -0.194
C3 1.779 -0.076 1.282  -0.244
C4 2.332 0.580 0.190  0.067
C5 1.652 1.822 -0.335  -0.249
N1 0.240 1.587 -0.560  -0.466
C6 -0.699 2.524 0.013  -0.219
C7 -1.871 1.793 0.678  -0.074
O1 -1.420 1.229 1.895  -0.547
C8 -2.133 0.091 2.314  -0.080
C9 -1.891 -1.139 1.430  -0.122
O2 -2.938 -1.247 0.473  -0.549
C10 -2.648 -2.109 -0.599  -0.077
C11 -1.855 -1.422 -1.717  -0.088
O3 -0.525 -1.219 -1.296  -0.546
C12 0.233 -0.353 -2.107  -0.068
C13 -0.078 1.139 -1.894  -0.237
C14 3.489 0.079 -0.389  -0.256
C15 4.082 -1.068 0.112  -0.209
H1 3.980 -2.623 1.579  0.210
H2 1.927 -1.734 2.623  0.208
H3 0.882 0.325 1.730  0.234
H4 2.152 2.160 -1.258  0.175
H5 1.769 2.612 0.412  0.211
H6 -1.098 3.228 -0.737  0.171
H7 -0.200 3.103 0.792  0.208
H8 -2.252 1.011 0.017  0.185
H9 -2.688 2.504 0.883  0.166
H10 -1.773 -0.105 3.327  0.192
H11 -3.212 0.293 2.348  0.178
H12 -0.924 -1.038 0.929  0.221
H13 -1.881 -2.049 2.049  0.167
H14 -3.615 -2.424 -1.001  0.190
H15 -2.094 -2.989 -0.251  0.175
H16 -2.348 -0.472 -1.959  0.167
H17 -1.871 -2.056 -2.619  0.168
H18 0.085 -0.601 -3.170  0.163
H19 1.271 -0.553 -1.836  0.204
H20 -1.141 1.311 -2.076  0.197
H21 0.487 1.704 -2.660  0.173
H22 3.929 0.585 -1.237  0.207
H23 4.983 -1.451 -0.346  0.210

---

[7]
The following is a quantum chemistry calculation of a 3-piece molecular cluster, C15H24IO9P overall in a non-equilibrium geometry, from the OMol25 dataset.

Values from the calculation:
SMILES   CP(C)[C@H](CC(=O)I)OC(=O)COO.O=C1CCCO1.O=C1CCCO1
Total charge   0
Frontier orbital gap   0.28611 hartree

Last column: natural (NBO) charge in e.
Cartesian coordinates (Å):
C1 1.692 2.016 -1.175  -0.964
P1 0.313 2.944 -2.115  0.742
C2 1.089 4.474 -2.992  -0.939
C3 -1.048 3.626 -0.955  -0.181
C4 -0.502 4.609 0.237  -0.558
C5 -1.390 5.964 0.487  0.446
O1 -2.413 6.399 -0.253  -0.547
I1 -0.865 7.216 2.252  0.063
O2 -1.941 2.543 -0.425  -0.562
C6 -3.085 2.419 -1.386  0.738
O3 -2.829 1.773 -2.537  -0.511
C7 -4.595 3.003 -1.121  -0.199
O4 -4.813 4.362 -1.699  -0.263
O5 -4.780 4.326 -3.001  -0.429
H1 1.417 1.697 -0.076  0.269
H2 2.030 1.047 -1.783  0.245
H3 2.654 2.723 -1.179  0.220
H4 1.372 4.101 -4.090  0.256
H5 0.270 5.311 -2.987  0.244
H6 2.052 4.772 -2.388  0.222
H7 -1.764 4.287 -1.643  0.231
H8 -0.557 3.980 1.244  0.279
H9 0.618 4.952 0.108  0.262
H10 -4.929 3.030 0.000  0.236
H11 -5.382 2.301 -1.679  0.229
H12 -4.234 5.151 -3.254  0.467
O6 0.363 -0.398 1.633  -0.578
C8 1.428 -0.922 1.353  0.787
C9 1.593 -2.268 0.713  -0.521
C10 3.051 -2.561 0.964  -0.425
C11 3.662 -1.184 1.005  -0.073
O7 2.647 -0.338 1.543  -0.494
H13 1.373 -2.185 -0.355  0.242
H14 0.948 -3.011 1.186  0.240
H15 3.503 -3.210 0.210  0.240
H16 3.165 -3.046 1.941  0.212
H17 3.930 -0.818 0.008  0.173
H18 4.548 -1.150 1.645  0.195
O8 1.999 -5.091 0.532  -0.583
C12 1.218 -5.798 1.147  0.795
C13 -0.230 -5.989 0.812  -0.534
C14 -0.768 -6.608 2.077  -0.430
C15 0.429 -7.342 2.621  -0.072
O9 1.559 -6.567 2.223  -0.482
H19 -0.313 -6.668 -0.041  0.243
H20 -0.714 -5.033 0.596  0.249
H21 -1.633 -7.257 1.913  0.226
H22 -1.067 -5.816 2.775  0.213
H23 0.529 -8.347 2.197  0.180
H24 0.401 -7.418 3.712  0.201

---

[8]
The following is a quantum chemistry calculation of one molecule with the formula C15H24N2O2, from the OMol25 dataset.

Values from the calculation:
SMILES   CC(=O)N[C@@]12C[C@H]3C[C@@](C)(C1)C[C@](NC(C)=O)(C3)C2
Total charge   0
Relative energy (zero: lowest compared OMol25 entry of this formula, charge and spin)   0.0 kcal/mol
Frontier orbital gap   0.36859 hartree

Last column: natural (NBO) charge in e.
Cartesian coordinates (Å):
C1 -4.169 -2.633 0.354  -0.710
C2 -3.429 -1.328 0.121  0.689
O1 -3.990 -0.255 0.046  -0.633
N1 -2.093 -1.493 -0.002  -0.632
C3 -1.123 -0.414 -0.169  0.152
C4 -1.435 0.393 -1.433  -0.422
C5 -0.390 1.493 -1.597  -0.205
C6 -0.425 2.419 -0.383  -0.400
C7 -0.110 1.628 0.890  -0.039
C8 -0.141 2.549 2.109  -0.594
C9 -1.149 0.516 1.049  -0.426
C10 1.276 0.992 0.751  -0.425
C11 1.313 0.065 -0.468  0.156
N2 2.642 -0.527 -0.614  -0.633
C12 3.237 -1.346 0.282  0.689
C13 4.640 -1.755 -0.126  -0.710
O2 2.710 -1.726 1.306  -0.633
C14 1.000 0.870 -1.729  -0.409
C15 0.264 -1.040 -0.299  -0.438
H1 -3.851 -3.078 1.295  0.225
H2 -5.236 -2.436 0.395  0.239
H3 -3.962 -3.333 -0.453  0.223
H4 -1.713 -2.416 0.135  0.396
H5 -1.430 -0.271 -2.300  0.204
H6 -2.431 0.826 -1.342  0.244
H7 -0.612 2.069 -2.502  0.215
H8 0.302 3.225 -0.507  0.203
H9 -1.415 2.871 -0.297  0.213
H10 -1.127 2.993 2.223  0.210
H11 0.587 3.350 2.002  0.205
H12 0.092 1.992 3.013  0.209
H13 -0.938 -0.064 1.950  0.210
H14 -2.148 0.943 1.144  0.237
H15 1.516 0.412 1.643  0.236
H16 2.035 1.769 0.637  0.206
H17 3.173 -0.242 -1.421  0.395
H18 5.040 -2.444 0.612  0.240
H19 4.624 -2.240 -1.100  0.223
H20 5.283 -0.879 -0.180  0.225
H21 1.034 0.216 -2.604  0.207
H22 1.748 1.656 -1.859  0.205
H23 0.296 -1.707 -1.165  0.208
H24 0.506 -1.619 0.594  0.245